[1]
Below is 2 unconnected molecules or ions with the total composition C4H11N2, with properties calculated with the ωB97M-V functional and the def2-TZVPD basis.

```
17
Properties=species:S:1:pos:R:3:forces:R:3:mulliken_charge:R:1
C 1.2117 -1.3003 0.4214 -0.27 -0.72 -0.31 -1.1020
C -0.0433 -1.4334 -0.3142 0.65 1.89 0.28 0.8655
C -0.5731 -2.5819 -0.8978 -0.25 -0.75 -0.08 -0.6969
N -0.7264 -0.1507 -0.5372 -0.36 -1.24 -0.98 -0.2891
H 1.7318 -2.2432 0.5616 -0.05 -0.07 0.07 0.4144
H 1.8768 -0.6232 -0.1422 -0.03 0.19 0.10 0.3990
H 1.0095 -0.8139 1.3874 0.10 0.09 -0.01 0.3742
H -1.4781 -2.5735 -1.5005 0.01 0.03 0.04 0.3305
H -0.0578 -3.5253 -0.7563 0.01 -0.08 -0.02 0.3325
H -0.5637 0.1447 -1.5148 -0.04 -0.11 -0.02 0.4773
H -0.3645 0.7619 0.0511 0.25 1.07 1.19 0.3639
H -1.7466 -0.2639 -0.4551 0.05 0.16 0.04 0.4397
C -0.1788 3.2114 0.4841 0.05 -0.01 -0.15 -0.1271
N -0.0007 2.0062 0.8377 -0.21 -0.60 -0.41 -0.4493
H -0.6443 3.4122 -0.4728 -0.02 0.13 -0.10 0.2141
H 0.1329 4.0563 1.0914 -0.07 -0.01 0.08 0.2684
H 0.4145 1.9166 1.7561 0.18 0.02 0.26 0.1852
```
Positions in Å, forces in eV/Å.

Spin multiplicity: 2
Charge: +2
Highest occupied orbital energy (alpha / beta) in eV: -19.4 / -19.4
Energy in hartree: -267.7280
Expectation value of S²: 0.752
ΔE to the lowest compared entry with this formula, charge and spin in kJ/mol: 254.6
LUMO energy (alpha / beta) in eV: -9.8 / -13.7
Gap between HOMO and LUMO (alpha / beta) in eV: 9.601 / 5.722



[2]
Below is a single C18H21ClN2O3 molecule, with properties calculated with the ωB97M-V functional and the def2-TZVPD basis.

```
45
Properties=species:S:1:pos:R:3:forces:R:3:mulliken_charge:R:1
C 5.9093 -2.3395 -0.0893 -0.28 -0.05 -0.04 -1.3055
C 4.3865 -2.3189 -0.0203 0.18 -0.01 0.05 -0.4720
N 3.8726 -0.9817 0.2253 -0.09 -0.08 -0.01 0.0435
C 2.4974 -0.9927 0.6853 -0.02 0.21 0.21 -0.7366
C 2.0815 0.4249 1.0898 -0.27 -0.49 0.26 -0.6744
N 2.2145 1.3089 -0.0408 0.22 0.01 0.03 0.0600
C 1.2490 1.9236 -0.7633 0.29 0.05 0.04 0.4556
O 1.5159 2.5398 -1.7872 -0.26 0.02 -0.04 -0.7193
C -0.1579 1.9162 -0.3178 -0.75 0.70 -0.85 0.5842
C -1.1746 2.5845 -0.9527 0.73 -0.38 0.31 -0.8274
C -2.3490 2.3409 -0.2115 0.08 -0.37 0.60 -0.2820
C -1.9787 1.5367 0.8269 -0.59 0.47 -0.38 0.1564
C -2.7649 0.9456 1.9571 0.45 -0.08 0.22 -0.6733
O -4.1504 0.9397 1.7174 -0.10 0.14 -0.12 -0.4160
C -4.6498 0.1466 0.7277 -0.27 -0.26 -0.25 0.5770
C -3.9015 -0.7053 -0.0770 0.19 0.10 0.24 -0.3397
C -4.5357 -1.4673 -1.0445 -0.13 0.01 0.01 -0.6241
C -5.9033 -1.4002 -1.2292 -0.04 -0.03 -0.04 -0.5994
C -6.6402 -0.5480 -0.4203 0.34 0.01 0.07 0.4216
Cl -8.3511 -0.4431 -0.6271 -0.24 0.01 -0.03 -0.2179
C -6.0316 0.2217 0.5505 0.16 0.06 0.07 -0.7249
O -0.6575 1.2707 0.7710 -0.07 -0.21 0.29 -0.3339
C 3.5711 1.3101 -0.5493 0.21 0.03 -0.46 -1.1885
C 3.9891 -0.1086 -0.9300 0.08 0.25 0.13 -0.4817
H 6.2617 -3.3676 -0.0730 0.10 -0.09 -0.04 0.4200
H 6.2767 -1.8705 -0.9978 0.10 0.03 -0.08 0.3308
H 6.3210 -1.8124 0.7669 0.07 0.04 0.09 0.3340
H 3.9635 -2.7532 -0.9438 -0.05 -0.01 0.08 0.3206
H 4.0691 -2.9452 0.8178 -0.04 0.00 -0.08 0.4033
H 2.4218 -1.6494 1.5551 -0.02 -0.01 -0.04 0.4593
H 1.8055 -1.3642 -0.0944 0.01 0.01 0.05 0.3183
H 1.0654 0.4222 1.4716 0.21 0.00 -0.01 0.3954
H 2.7592 0.7745 1.8772 -0.08 -0.05 -0.01 0.2801
H -1.0700 3.1742 -1.8391 0.11 0.10 -0.18 0.5470
H -3.3346 2.7041 -0.4171 -0.25 0.03 0.01 0.5858
H -2.6445 1.5591 2.8583 0.02 -0.18 -0.13 0.3520
H -2.3909 -0.0645 2.1805 -0.06 0.11 -0.02 0.4001
H -2.8318 -0.7805 0.0312 0.10 0.01 0.02 0.4243
H -3.9472 -2.1243 -1.6667 0.06 -0.05 -0.05 0.3761
H -6.3927 -1.9936 -1.9841 -0.07 -0.04 -0.06 0.4231
H -6.6022 0.8844 1.1801 -0.10 0.07 0.06 0.4542
H 3.6071 1.9681 -1.4181 0.05 -0.08 0.16 0.4689
H 4.2371 1.6878 0.2326 0.00 -0.01 -0.04 0.3453
H 5.0269 -0.0929 -1.2618 -0.02 0.01 -0.06 0.3616
H 3.3578 -0.4608 -1.7665 0.05 0.01 0.02 0.3178
```
Positions in Å, forces in eV/Å.

Highest occupied orbital energy in eV: -8.7
Energy in hartree: -1493.9121
SMILES string: CCN1CCN(C(=O)c2ccc(COc3cccc(Cl)c3)o2)CC1
ΔE to the lowest compared entry with this formula, charge and spin in kJ/mol: 10.5
LUMO energy in eV: 0.6
Gap between HOMO and LUMO in eV: 9.285